A cluster of 4 separate species, C2H11O3S in total, computed with wB97M-V/def2-TZVPD.

Values from the calculation:
Relative energy (zero: lowest compared OMol25 entry of this formula, charge and spin)   15.9 kcal per mole
Highest occupied orbital energy   -3.237 eV
Net charge   -1
LUMO energy   3.7 eV

XYZ file:
```
17
C2H11O3S | the Open Molecules 2025 dataset | wB97M-V/def2-TZVPD
C 0.29 0.07 2.29
C 0.18 1.19 1.26
S -1.33 0.90 0.23
H 0.66 -0.83 1.77
H -0.68 -0.08 2.75
H 1.16 0.19 2.97
H 0.99 1.22 0.54
H 0.23 2.15 1.76
H 0.60 0.14 -2.76
H 0.12 -0.22 -1.28
O 0.82 -0.35 -1.96
H 1.86 -1.66 -1.19
H 2.55 -1.76 0.13
O 2.42 -2.27 -0.68
H -4.04 0.21 -2.11
H -2.67 0.60 -1.44
O -3.15 0.49 -2.28
```



A cluster of 4 separate species, C2H11O4 in total, computed with wB97M-V/def2-TZVPD.

Values from the calculation:
Relative energy (zero: lowest compared OMol25 entry of this formula, charge and spin)   19.1 kcal per mole
Highest occupied orbital energy   -3.802 eV
Net charge   -1
LUMO energy   3.9 eV

XYZ file:
```
17
C2H11O4 | the Open Molecules 2025 dataset | wB97M-V/def2-TZVPD
C -0.37 0.39 -0.61
O 0.21 -0.19 0.51
C -0.79 1.84 -0.31
H 0.32 0.44 -1.46
H -1.19 -0.21 -1.07
H -0.07 2.55 -0.71
H -1.76 2.16 -0.72
H -0.87 1.89 0.78
H 2.50 -1.21 -0.80
H 1.14 -1.38 -0.19
O 1.71 -1.73 -0.93
H 2.60 1.46 0.11
H 1.57 0.90 1.01
O 2.52 1.22 1.03
H -2.58 -0.97 0.14
H -3.49 -1.78 1.16
O -3.38 -1.47 0.27
```



A structure of composition C2H12CdO6, computed with wB97M-V/def2-TZVPD.

Values from the calculation:
<S²>   0.7504
Multiplicity   2
Highest occupied orbital energy (alpha / beta)   -0.428 / -3.355 eV
Net charge   -1
LUMO energy (alpha / beta)   3.2 / 3.1 eV

XYZ file:
```
21
C2H12CdO6 | the Open Molecules 2025 dataset | wB97M-V/def2-TZVPD
Cd 0.40 -0.06 0.19
O -0.57 1.87 -0.19
C -1.60 1.47 -1.06
C -1.46 0.23 -1.97
O -0.54 -0.82 -1.62
H -1.96 2.34 -1.61
H -2.44 1.29 -0.39
H -1.24 0.64 -2.95
H -2.45 -0.20 -2.12
O 2.19 0.56 -0.71
H 2.87 1.22 -0.85
H 2.59 -0.26 -1.01
O 1.57 -1.84 0.62
H 1.11 -2.68 0.52
H 2.35 -2.05 1.13
O -1.02 -1.13 1.37
H -0.79 -1.37 2.27
H -1.79 -1.66 1.16
O 0.82 0.64 2.08
H 1.30 0.27 2.82
H 0.67 1.55 2.33
```



no.,DFT total energy (Ha)
1,-706.74846
2,-383.77546
3,-702.45397